Entry 1:
C3H8NS2 | wB97M-V/def2-TZVPD

## Properties
energy above the lowest of the compared OMol25 structures with the same formula, charge and spin	58.0	kcal per mole
total charge	+1
orbital gap	0.2581	hartree

Element x y z (Å)
C1 -0.948 1.016 0.098
C2 4.293 -0.411 -0.486
C3 -2.837 -0.672 0.116
N1 -2.220 0.648 0.065
S1 1.684 -0.898 0.780
S2 3.273 0.219 0.618
H1 -0.113 0.332 0.232
H2 -0.653 2.118 0.319
H3 5.258 0.122 -0.596
H4 3.911 -1.230 -1.191
H5 -2.253 -1.209 0.740
H6 -3.776 -0.428 0.533
H7 -2.767 -0.957 -0.898
H8 -2.855 1.350 -0.328

natural (NBO) population analysis, charges in e, atoms 1 to 5: atom 1 (C): 0.11, atom 2 (C): -0.57, atom 3 (C): -0.40, atom 4 (N): -0.40, atom 5 (S): -0.47

Entry 2:
C5H34O21PbTl | wB97M-V/def2-TZVPD

## Properties
total charge	+1
orbital gap	0.2328	hartree

Element x y z (Å)
Pb1 -1.536 0.592 -0.655
Tl1 2.728 0.351 -0.137
C1 0.376 3.137 2.576
C2 -0.608 2.769 1.350
O1 -1.654 3.398 1.089
O2 -0.160 1.701 0.666
H1 0.149 4.089 2.943
H2 1.440 3.192 2.292
H3 0.165 2.320 3.346
C3 -0.092 2.237 -4.250
C4 -0.398 1.458 -2.938
O3 -1.542 1.723 -2.439
O4 0.463 0.894 -2.293
H4 0.873 2.673 -4.082
H5 -0.875 2.992 -4.202
H6 -0.099 1.630 -5.172
C5 5.444 -2.010 1.958
O5 5.877 -0.908 1.629
O6 0.040 -1.017 -0.200
O7 5.061 -3.044 2.354
O8 -2.374 -0.268 1.387
H7 -2.076 -1.123 1.739
H8 -3.308 -0.162 1.672
O9 -1.448 -2.470 2.283
H9 -0.700 -2.513 2.945
H10 -1.076 -2.631 1.419
O10 -5.026 -0.341 1.741
H11 -5.281 -0.375 2.672
H12 -5.553 0.401 1.339
O11 -3.228 -3.342 -4.518
H13 -2.544 -2.697 -4.601
H14 -3.126 -4.018 -5.210
O12 -4.812 2.463 1.327
H15 -3.930 2.192 1.636
H16 -5.453 2.554 2.059
O13 -1.137 -5.360 -1.030
H17 -1.101 -5.841 -0.201
H18 -1.650 -5.910 -1.661
O14 3.261 0.745 3.190
H19 2.675 1.398 3.560
H20 3.972 0.713 3.815
O15 1.565 -1.835 2.858
H21 2.248 -2.515 3.009
H22 2.058 -1.048 2.529
O16 -3.220 2.990 -1.003
H23 -3.001 3.676 -0.356
H24 -4.169 2.958 -1.106
O17 5.980 1.838 0.393
H25 5.973 1.479 1.294
H26 6.654 1.358 -0.053
O18 -1.930 -1.697 -1.955
H27 -1.195 -2.348 -1.700
H28 -2.619 -2.198 -2.389
O19 3.167 3.089 0.141
H29 4.079 3.185 0.445
H30 2.614 3.717 0.627
O20 0.995 -3.214 -1.485
H31 0.855 -2.911 -0.542
H32 0.492 -4.047 -1.466
O21 2.590 -1.047 -2.696
H33 3.352 -1.567 -2.968
H34 1.775 -1.453 -2.972

Mulliken population analysis, charges in e, atoms 1 to 5: atom 1 (Pb): 1.50, atom 2 (Tl): 0.89, atom 3 (C): -0.73, atom 4 (C): 0.53, atom 5 (O): -0.67

Entry 3:
C5H9N4O | wB97M-V/def2-TZVPD

## Properties
energy above the lowest of the compared OMol25 structures with the same formula, charge and spin	20.3	kcal per mole
total charge	+1
SMILES	[NH+]#C/C(O)=C(/N)C=C(N)N
orbital gap	0.3135	hartree

Element x y z (Å)
C1 0.171 -0.876 -0.746
C2 -0.334 -1.057 0.536
C3 -0.439 -0.038 1.574
C4 0.280 0.278 -1.538
C5 0.341 1.032 1.608
N1 -0.367 1.421 -1.290
N2 -0.701 -2.276 0.942
N3 1.000 0.220 -2.666
N4 0.819 2.132 1.492
O1 -1.238 -0.400 2.643
H1 0.452 -1.789 -1.253
H2 -0.251 2.221 -1.888
H3 -0.712 -3.054 0.305
H4 -1.049 -2.397 1.880
H5 1.514 -0.607 -2.914
H6 1.001 0.987 -3.317
H7 -0.977 1.514 -0.496
H8 1.741 2.405 1.808
H9 -1.252 0.284 3.321

natural (NBO) population analysis, charges in e, atoms 1 to 5: atom 1 (C): -0.48, atom 2 (C): 0.32, atom 3 (C): 0.01, atom 4 (C): 0.51, atom 5 (C): 0.40

Entry 4:
C21H29N5ORu | wB97M-V/def2-TZVPD

## Properties
energy above the lowest of the compared OMol25 structures with the same formula, charge and spin	50.5	kcal per mole
total charge	+4
spin multiplicity	5
orbital gap (spin up / spin down)	0.2305 / 0.2135	hartree

Element x y z (Å)
Ru1 -0.983 -0.499 -1.873
C1 -1.920 2.442 -2.637
C2 -2.727 1.905 -1.496
C3 -3.768 2.620 -0.915
C4 -4.486 2.062 0.126
C5 -4.169 0.779 0.590
C6 -3.143 0.099 -0.011
N1 -2.430 0.672 -1.036
C7 -2.730 -1.282 0.290
C8 -3.310 -2.144 1.203
C9 -2.849 -3.454 1.281
C10 -1.830 -3.897 0.442
C11 -1.274 -3.007 -0.455
N2 -1.717 -1.730 -0.487
C12 -0.230 -3.281 -1.456
C13 0.367 -4.491 -1.699
C14 1.304 -4.578 -2.735
C15 1.625 -3.455 -3.482
C16 1.017 -2.244 -3.194
C17 1.340 -0.959 -3.894
N3 0.099 -2.181 -2.201
H1 -1.646 3.483 -2.464
H2 -2.488 2.401 -3.569
H3 -0.976 1.896 -2.788
H4 -4.006 3.608 -1.289
H5 -5.300 2.613 0.582
H6 -4.735 0.337 1.398
H7 -4.123 -1.812 1.834
H8 -3.300 -4.140 1.987
H9 -1.488 -4.922 0.489
H10 0.116 -5.366 -1.116
H11 1.778 -5.527 -2.953
H12 2.352 -3.510 -4.283
H13 1.891 -1.134 -4.817
H14 1.970 -0.324 -3.265
H15 0.437 -0.404 -4.187
O1 -2.303 -0.654 -3.702
H16 -3.263 -0.791 -3.656
H17 -2.054 -0.794 -4.630
C18 2.219 2.376 4.701
C19 3.280 2.373 3.601
C20 3.988 1.034 3.491
C21 4.271 3.529 3.788
N4 2.575 2.684 2.313
N5 2.536 1.909 1.231
H18 2.716 2.244 5.661
H19 1.506 1.563 4.570
H20 1.684 3.326 4.739
H21 4.470 0.832 4.446
H22 4.780 1.040 2.739
H23 3.294 0.207 3.318
H24 4.848 3.336 4.693
H25 3.756 4.481 3.926
H26 4.968 3.607 2.954
H27 2.236 3.633 2.182
H28 3.109 1.078 1.352
H29 2.717 2.404 0.362

natural (NBO) population analysis, charges in e, atoms 1 to 5: atom 1 (Ru): 1.51, atom 2 (C): -0.65, atom 3 (C): 0.29, atom 4 (C): -0.21, atom 5 (C): -0.04

Entry 5:
C36H39BrN5O5P2Tl | wB97M-V/def2-TZVPD

## Properties
energy above the lowest of the compared OMol25 structures with the same formula, charge and spin	0.0	kcal per mole
total charge	+2
orbital gap	0.2876	hartree

Element x y z (Å)
Tl1 12.788 14.336 14.849
C1 14.980 12.754 17.812
O1 14.198 12.303 16.701
C2 14.626 11.187 16.102
C3 15.439 10.213 16.639
C4 15.658 8.994 15.967
Br1 16.740 7.642 16.650
C5 15.098 8.791 14.727
C6 14.282 9.779 14.184
C7 14.016 10.942 14.875
O2 13.061 11.824 14.388
C8 13.673 9.497 12.852
N1 12.385 9.289 12.673
C9 12.279 8.980 11.300
C10 11.172 8.621 10.543
C11 11.349 8.412 9.187
C12 12.594 8.523 8.581
C13 13.721 8.927 9.290
C14 13.521 9.134 10.670
N2 14.402 9.507 11.686
H1 14.763 12.157 18.685
H2 14.658 13.774 18.021
H3 16.022 12.790 17.570
H4 15.918 10.358 17.607
H5 15.278 7.921 14.128
H6 12.652 11.595 13.565
H7 10.193 8.558 11.000
H8 10.506 8.182 8.548
H9 12.659 8.316 7.511
H10 14.647 9.019 8.801
H11 15.400 9.398 11.667
N3 10.764 12.937 16.132
C15 10.706 12.406 17.522
C16 10.771 13.479 18.581
O3 10.876 13.334 19.740
O4 10.636 14.795 18.028
H12 9.928 13.441 15.893
H13 10.915 12.179 15.486
H14 11.616 11.801 17.751
H15 9.816 11.842 17.747
N4 9.586 16.975 17.124
P1 9.748 16.062 18.473
C17 8.238 15.653 19.257
C18 7.018 16.160 18.718
C19 5.842 15.958 19.389
C20 5.779 15.234 20.567
C21 6.953 14.807 21.157
C22 8.188 14.956 20.481
C23 10.732 17.042 19.567
C24 11.960 16.571 20.023
C25 12.750 17.349 20.862
C26 12.313 18.625 21.185
C27 11.103 19.120 20.721
C28 10.317 18.358 19.898
C29 8.986 16.543 15.913
C30 8.889 17.463 14.830
C31 8.390 16.980 13.653
C32 8.038 15.649 13.556
C33 8.130 14.843 14.674
N5 8.589 15.245 15.843
H16 10.075 17.855 17.076
H17 7.029 16.730 17.815
H18 4.966 16.427 18.951
H19 4.825 15.001 21.004
H20 7.045 14.332 22.109
H21 9.127 14.625 20.964
H22 12.346 15.615 19.674
H23 13.716 17.006 21.192
H24 12.919 19.239 21.833
H25 10.759 20.095 21.072
H26 9.376 18.727 19.549
H27 9.189 18.501 14.982
H28 8.276 17.612 12.775
H29 7.625 15.252 12.615
H30 7.882 13.797 14.626
C34 11.070 15.744 11.220
P2 11.854 14.112 11.300
C35 13.623 14.398 10.732
C36 11.170 12.953 10.081
O5 11.763 13.655 12.759
H31 10.858 16.022 10.189
H32 11.687 16.441 11.721
H33 10.156 15.668 11.779
H34 13.651 14.411 9.670
H35 14.257 13.585 11.047
H36 14.006 15.393 11.131
H37 11.147 13.410 9.109
H38 10.159 12.737 10.355
H39 11.792 12.027 9.993

Mulliken population analysis, charges in e, atoms 1 to 5: atom 1 (Tl): 1.00, atom 2 (C): -1.21, atom 3 (O): 0.04, atom 4 (C): 0.25, atom 5 (C): -0.17

Entry 6:
C32H40Br2F5N2O12S | wB97M-V/def2-TZVPD

## Properties
energy above the lowest of the compared OMol25 structures with the same formula, charge and spin	0.0	kcal per mole
total charge	+1
orbital gap	0.2463	hartree

Element x y z (Å)
C1 4.531 -6.820 1.647
C2 3.117 -6.924 1.026
O1 2.881 -5.967 0.011
C3 2.312 -4.786 0.525
C4 1.926 -3.873 -0.647
O2 0.821 -3.062 -0.257
C5 -0.218 -3.030 -1.171
C6 -1.575 -2.865 -0.449
S1 -1.981 -4.606 -0.007
C7 -3.035 -4.734 1.426
O3 -2.664 -5.224 -1.104
O4 -0.798 -5.351 0.277
C8 -2.618 -2.116 -1.331
N1 -3.063 -2.696 -2.529
C9 -2.342 -2.468 -3.564
C10 -1.923 -1.107 -4.063
C11 -1.917 -3.650 -4.399
N2 -3.647 -1.788 -0.284
C12 -5.100 -1.624 -0.459
C13 -5.793 -2.766 -1.238
C14 -7.023 -3.362 -0.556
F1 -7.751 -3.942 -1.530
Br1 -6.608 -4.810 0.682
C15 -7.962 -2.285 0.100
F2 -9.200 -2.729 -0.007
F3 -7.910 -1.142 -0.556
Br2 -7.703 -2.012 2.024
C16 -3.069 -1.603 0.823
C17 -1.541 -1.829 0.697
F4 -1.228 -2.482 1.893
C18 -0.651 -0.597 0.562
C19 0.596 -0.617 1.463
C20 1.772 0.150 0.844
F5 2.797 -0.760 0.586
H1 5.008 -7.795 1.702
H2 4.426 -6.454 2.671
H3 5.154 -6.120 1.094
H4 3.063 -7.899 0.541
H5 2.353 -6.899 1.808
H6 1.463 -4.994 1.180
H7 3.071 -4.248 1.114
H8 2.812 -3.282 -0.880
H9 1.717 -4.536 -1.491
H10 -0.085 -2.173 -1.855
H11 -0.305 -3.925 -1.793
H12 -3.861 -4.025 1.354
H13 -3.467 -5.726 1.494
H14 -2.477 -4.489 2.328
H15 -2.159 -1.120 -1.489
H16 -0.864 -0.943 -3.825
H17 -2.480 -0.303 -3.585
H18 -2.006 -1.059 -5.145
H19 -2.705 -4.398 -4.308
H20 -1.902 -3.364 -5.452
H21 -0.958 -4.049 -4.080
H22 -5.226 -0.715 -1.052
H23 -5.530 -1.406 0.516
H24 -5.071 -3.580 -1.353
H25 -6.052 -2.480 -2.253
H26 -3.566 -1.330 1.744
H27 -0.307 -0.486 -0.468
H28 -1.217 0.314 0.769
H29 0.969 -1.607 1.696
H30 0.368 -0.107 2.399
H31 1.516 0.629 -0.104
H32 2.186 0.884 1.533
C21 0.368 4.553 0.685
C22 0.821 5.812 0.795
C23 1.366 6.556 -0.387
O5 1.738 7.698 -0.215
C24 1.422 5.867 -1.671
C25 0.973 4.612 -1.776
C26 0.402 3.878 -0.599
O6 -0.009 2.737 -0.764
O7 1.003 3.938 -2.927
O8 0.817 6.471 1.942
H33 -0.029 4.007 1.529
H34 1.833 6.407 -2.513
H35 0.622 3.062 -2.734
H36 1.198 7.356 1.755
C27 4.789 9.484 3.314
C28 6.101 9.617 3.553
C29 7.129 9.308 2.503
O9 8.303 9.465 2.775
C30 6.665 8.828 1.206
C31 5.355 8.694 0.971
C32 4.330 9.027 2.011
O10 3.155 8.895 1.717
O11 4.876 8.260 -0.196
O12 6.571 10.028 4.726
H37 4.040 9.706 4.060
H38 7.414 8.593 0.463
H39 3.900 8.262 -0.106
H40 7.545 10.040 4.636

Mulliken population analysis, charges in e, atoms 1 to 5: atom 1 (C): -1.14, atom 2 (C): -0.15, atom 3 (O): -0.36, atom 4 (C): -0.48, atom 5 (C): -0.80

| no. | E_tot (eV) |
| --- | --- |
| 1 | -26391.7741 |
| 2 | -58668.7071 |
| 3 | -13331.9111 |
| 4 | -34286.0036 |
| 5 | -148957.3659 |
| 6 | -225878.8711 |